C29H31Cl2CoN6O2 | ωB97M-V/def2-TZVPD

```
71
Properties=species:S:1:pos:R:3:forces:R:3
Co -1.2801 -0.6098 -1.2530 0.2 0.0 -1.0
C -4.6283 0.8980 1.0004 0.0 0.1 0.0
C -4.8054 2.1266 0.3865 0.0 -0.1 0.1
C -4.0640 2.4290 -0.7406 0.1 0.0 -0.2
C -3.1623 1.4968 -1.2312 -0.3 0.0 0.3
N -3.0026 0.3047 -0.6357 0.0 -0.1 -0.2
C -3.7118 0.0221 0.4507 0.0 -0.1 0.1
C -2.2849 1.7501 -2.3900 0.1 0.1 -0.3
C -2.3014 2.9305 -3.1209 -0.1 -0.1 0.0
C -1.4111 3.0965 -4.1663 0.1 -0.1 0.0
C -0.4976 2.0893 -4.4446 -0.2 0.1 0.0
C -0.5433 0.9417 -3.6819 0.1 -0.2 -0.1
N -1.4237 0.7615 -2.6971 0.1 0.5 1.0
H -5.1831 0.6267 1.8864 0.0 0.0 0.0
H -5.5084 2.8443 0.7865 0.0 0.0 0.0
H -4.1786 3.3905 -1.2167 0.0 0.0 0.0
H -3.5342 -0.9433 0.9085 0.0 0.0 0.0
H -2.9958 3.7190 -2.8766 0.0 0.0 0.0
H -1.4247 4.0028 -4.7561 0.0 0.0 0.0
H 0.2353 2.1965 -5.2304 0.0 -0.1 0.0
H 0.1492 0.1289 -3.8641 0.0 0.0 0.1
Cl 1.7579 5.0764 2.6585 0.0 0.1 0.0
C 0.8866 3.6413 3.1121 0.0 -0.2 0.0
C -0.3545 3.7781 3.6955 0.0 0.1 0.0
C -1.0800 2.6489 4.0298 -0.1 0.0 0.0
C -0.5537 1.3996 3.7635 0.0 0.0 -0.1
C 0.6935 1.2654 3.1774 0.1 0.4 0.0
Cl 1.2654 -0.3495 2.9069 0.2 -0.1 0.0
C 1.4764 2.3905 2.8455 -0.1 -0.1 0.0
N 2.7711 2.3597 2.3548 0.1 -0.2 0.2
C 3.2789 1.4153 1.4139 -0.2 -0.1 -0.2
C 4.3552 0.6122 1.7726 0.0 0.0 0.1
C 4.8272 -0.3547 0.9053 0.0 0.0 0.0
C 4.2151 -0.5267 -0.3292 0.0 0.0 -0.1
C 3.1757 0.3049 -0.7058 0.0 0.1 0.0
C 2.7048 1.3017 0.1456 0.0 0.0 0.1
C 1.5637 2.1915 -0.2704 -0.3 -0.4 0.1
C 0.1820 1.5184 -0.1356 0.2 0.5 0.3
O -0.7929 2.1835 0.1857 0.0 -0.1 -0.3
O 0.1735 0.2486 -0.3927 0.0 -0.5 -0.5
H -0.7525 4.7669 3.8754 0.0 0.0 0.0
H -2.0474 2.7440 4.5029 0.0 0.0 0.0
H -1.1058 0.5064 4.0223 0.0 0.0 0.0
H 3.1966 3.2718 2.3180 0.1 0.0 0.0
H 4.7926 0.7357 2.7548 0.0 0.0 0.0
H 5.6597 -0.9831 1.1936 0.0 0.0 0.0
H 4.5581 -1.3035 -1.0021 0.0 0.0 0.0
H 2.7060 0.1926 -1.6756 0.0 0.0 0.0
H 1.6652 2.4596 -1.3269 0.0 0.0 0.0
H 1.5261 3.1157 0.2996 0.1 0.0 0.0
C 1.8886 -4.0641 -1.4199 0.0 0.0 -0.1
N 0.5062 -3.6322 -1.5980 0.1 0.2 0.0
C 0.2272 -3.0655 -2.9049 -0.1 0.0 0.0
C -0.3040 -3.3679 -0.5550 0.2 -0.2 0.2
N -1.2844 -2.4890 -0.6777 -0.3 0.6 0.6
N -0.0802 -4.0366 0.6092 -0.1 0.1 -0.1
C 0.1723 -5.4693 0.6538 0.1 0.0 0.0
C -0.5059 -3.4386 1.8652 -0.1 0.0 0.0
H 2.5537 -3.3176 -1.8591 0.0 0.0 0.0
H 2.0606 -5.0186 -1.9194 0.0 0.0 0.0
H 2.1336 -4.1547 -0.3679 0.0 0.0 0.0
H 0.6068 -3.7423 -3.6694 0.0 0.0 0.0
H 0.7260 -2.0964 -3.0223 0.0 0.0 0.0
H -0.8440 -2.9415 -3.0425 0.0 0.0 0.0
H -1.9362 -2.5918 0.0901 0.0 -0.2 0.0
H 0.3507 -5.8590 -0.3438 0.0 0.0 0.0
H -0.6996 -5.9846 1.0658 0.0 0.0 0.0
H 1.0328 -5.6895 1.2875 0.0 0.0 0.0
H -0.4728 -2.3529 1.7863 0.0 0.0 0.0
H 0.1907 -3.7423 2.6465 0.0 0.0 0.0
H -1.5098 -3.7592 2.1667 0.0 0.0 0.0
```
Forces are in eV/Å.

Values from the calculation:
spin multiplicity	2
calculated total energy	-106279.9781	eV
charge	+1
LUMO energy (alpha / beta)	-3.5 / -3.4	eV
gap between HOMO and LUMO (alpha / beta)	6.34 / 6.46	eV
max |F|	0.022	Eh/bohr
E_HOMO (alpha / beta)	-9.8671 / -9.8671	eV

---

C29H31CrF9N3O7P2 | ωB97M-V/def2-TZVPD

```
82
Properties=species:S:1:pos:R:3:forces:R:3
Cr -1.5617 -0.4709 0.2997 0.0 0.0 0.2
O -3.4372 -2.7517 -2.3863 0.0 -0.1 0.0
C -2.9259 -2.2275 -1.4257 -0.2 -0.1 0.0
O -2.4358 -1.0265 -1.3561 0.2 0.2 0.0
C -2.7785 -2.9957 -0.1131 0.0 -0.2 -0.1
C -3.1401 -4.3021 0.1674 0.0 0.1 0.0
C -2.8197 -4.8073 1.4249 0.0 0.1 0.0
C -2.1263 -4.0345 2.3542 0.0 0.1 0.0
C -1.8001 -2.7387 1.9960 0.1 -0.2 0.1
N -2.1672 -2.2779 0.8118 0.1 0.0 0.0
C -0.9507 -1.7320 2.7665 -0.2 -0.1 0.1
O -0.5148 -2.0068 3.8612 0.0 -0.1 0.0
O -0.7270 -0.6418 2.0939 0.0 0.1 -0.2
H -3.6439 -4.8877 -0.5868 0.0 0.0 0.0
H -3.0938 -5.8228 1.6764 0.0 0.0 0.0
H -1.8324 -4.4095 3.3238 0.0 0.0 0.0
C 1.9929 -2.2289 1.2815 -0.1 0.1 0.0
P 1.7304 -1.3924 -0.3113 0.0 0.1 -0.2
C 2.3007 0.2880 0.0857 0.1 0.0 0.0
N 3.5705 0.2755 0.3930 0.1 0.0 0.0
C 4.1708 1.4578 0.6856 0.0 0.0 0.0
C 5.5484 1.4965 0.9983 0.0 0.0 0.0
C 6.1353 2.6937 1.2867 0.0 0.0 0.0
C 5.3798 3.8911 1.2802 0.0 0.0 0.0
C 4.0480 3.8750 0.9871 0.0 -0.1 0.0
C 3.4177 2.6465 0.6811 0.1 0.0 0.0
N 2.0944 2.6264 0.3909 0.1 0.1 0.0
C 1.5270 1.4919 0.0825 -0.1 -0.1 -0.1
P -0.2970 1.6003 -0.2284 0.1 0.1 0.1
C -0.7394 2.8404 1.0188 -0.1 0.0 0.0
C -0.4781 2.4310 -1.8821 -0.1 0.0 0.0
C 0.1257 1.5677 -2.9881 0.0 0.0 0.0
C 0.1621 3.8175 -1.9053 0.0 0.0 0.0
C -1.9886 2.5425 -2.1145 0.0 0.0 0.0
C 2.8083 -2.2852 -1.5079 0.0 0.0 0.1
C 1.9597 -3.4356 -2.0715 0.0 0.0 0.0
C 4.0568 -2.8631 -0.8387 0.0 0.0 0.0
C 3.2345 -1.3432 -2.6326 -0.1 0.0 0.0
H 3.0429 -2.2141 1.5557 0.1 0.0 0.0
H 1.6483 -3.2627 1.2241 0.0 0.0 0.0
H 1.4247 -1.7067 2.0518 0.0 0.0 0.0
H 6.1026 0.5686 0.9995 0.0 0.0 0.0
H 7.1889 2.7356 1.5251 0.0 0.0 0.0
H 5.8699 4.8259 1.5139 0.0 0.0 0.0
H 3.4487 4.7734 0.9814 0.0 0.1 0.0
H -0.0724 3.6984 0.9876 0.0 0.0 0.0
H -0.6815 2.3585 1.9960 0.0 0.0 0.0
H -1.7758 3.1338 0.8594 0.1 0.0 0.0
H 1.1992 1.4264 -2.8497 0.1 0.0 0.0
H -0.0230 2.0820 -3.9397 0.0 0.0 0.0
H -0.3505 0.5911 -3.0435 0.0 0.1 0.0
H 1.2383 3.7767 -1.7434 0.0 0.0 0.0
H -0.2714 4.4848 -1.1644 0.0 0.0 0.1
H -0.0148 4.2568 -2.8878 0.0 0.0 -0.1
H -2.4774 1.5694 -2.0533 0.0 0.0 0.0
H -2.1554 2.9380 -3.1176 0.0 0.0 0.0
H -2.4664 3.2178 -1.4073 0.0 0.0 0.1
H 1.6369 -4.1222 -1.2882 0.0 0.0 0.0
H 2.5746 -4.0021 -2.7717 0.0 0.0 0.0
H 1.0829 -3.0670 -2.5975 -0.1 0.0 0.0
H 3.8129 -3.6482 -0.1266 0.0 0.0 0.1
H 4.6365 -2.0940 -0.3343 0.1 0.1 0.0
H 4.6810 -3.3065 -1.6148 0.0 0.0 0.0
H 2.3777 -0.9220 -3.1539 0.0 0.0 0.0
H 3.8232 -1.9097 -3.3540 0.0 0.0 0.0
H 3.8596 -0.5341 -2.2569 0.0 0.1 0.0
F -4.8648 0.5477 -0.9536 0.0 -0.1 -0.1
C -5.0809 1.2876 0.1279 -0.1 0.0 0.0
F -4.7711 2.5499 -0.1817 0.1 0.2 -0.1
F -6.3905 1.2548 0.3966 -0.1 -0.1 0.0
C -4.2035 0.7937 1.3162 -0.2 0.1 0.1
O -2.9155 0.7163 0.9400 0.3 -0.3 -0.2
C -4.7664 -0.5585 1.8345 0.0 0.0 0.1
F -5.9543 -0.4441 2.4231 -0.2 0.0 0.1
F -4.8939 -1.4331 0.8311 -0.1 -0.1 -0.2
F -3.9327 -1.1018 2.7249 0.1 -0.1 0.1
C -4.2794 1.8298 2.4780 -0.1 0.0 0.0
F -3.6640 2.9626 2.1358 0.1 0.2 0.0
F -5.5326 2.1443 2.8236 -0.1 0.1 0.0
F -3.6650 1.3565 3.5596 0.1 -0.1 0.2
O 0.1264 -1.5916 -0.4358 -0.4 -0.1 0.3
O 0.6233 -0.8220 -1.6090 0.3 0.0 -0.1
```
Forces are in eV/Å.

Values from the calculation:
spin multiplicity	4
calculated total energy	-120839.2313	eV
charge	0
LUMO energy (alpha / beta)	-1.1 / -1.1	eV
gap between HOMO and LUMO (alpha / beta)	8.37 / 8.65	eV
energy above the lowest of the compared OMol25 structures with the same formula, charge and spin	233.0	kJ/mol
max |F|	0.011	Eh/bohr
E_HOMO (alpha / beta)	-9.4845 / -9.7692	eV

---

C29H31FIrN4O10 | ωB97M-V/def2-TZVPD

```
76
Properties=species:S:1:pos:R:3:forces:R:3
Ir -0.7389 0.8628 0.2292 -0.3 0.6 0.8
C -4.5323 4.7446 0.8463 0.0 0.0 0.1
N -4.1809 3.4330 0.3103 0.1 0.0 0.0
C -5.3043 2.5505 0.0049 0.0 0.0 0.0
C -2.9421 2.9799 0.2730 0.1 0.2 0.2
O -2.6851 1.8122 -0.0981 -0.1 -0.2 -0.3
C -1.8229 3.9208 0.7103 -0.2 0.2 0.1
O -0.5569 3.2684 0.6763 0.0 -0.2 -0.1
C 0.4502 3.8503 -0.1273 0.0 0.0 0.0
C 0.5983 3.0692 -1.4316 0.0 0.2 0.1
O -0.0512 2.0065 -1.5674 0.0 -0.2 0.0
N 1.4001 3.5381 -2.3662 -0.1 -0.1 0.1
C 1.5609 2.8414 -3.6397 0.0 0.0 0.0
C 2.1216 4.8002 -2.2124 0.0 0.1 0.0
H -5.4416 5.0818 0.3548 0.0 0.0 0.0
H -3.7558 5.4793 0.6516 0.0 0.0 0.0
H -4.7124 4.6819 1.9209 0.0 0.0 0.0
H -5.9976 3.0805 -0.6452 0.0 0.0 0.0
H -5.8156 2.2764 0.9287 0.0 0.0 0.0
H -4.9430 1.6562 -0.4897 0.0 0.0 0.0
H -2.0085 4.2263 1.7426 0.0 0.0 -0.2
H -1.8077 4.8020 0.0652 0.0 0.0 0.0
H 1.3877 3.8089 0.4328 0.0 0.0 0.0
H 0.2292 4.8997 -0.3335 0.0 0.0 0.0
H 0.9210 1.9661 -3.6562 0.0 0.0 0.0
H 2.6026 2.5448 -3.7601 0.0 0.0 0.0
H 1.2842 3.5113 -4.4534 0.0 0.0 0.0
H 2.5487 4.8931 -1.2162 0.0 0.0 0.0
H 1.4724 5.6521 -2.4193 0.0 0.0 0.0
H 2.9399 4.8095 -2.9273 0.0 0.0 0.0
C 4.1026 -4.6057 -2.3446 0.0 0.1 0.0
C 2.8294 -5.0949 -1.6644 0.1 -0.2 0.0
C 2.1641 -6.2810 -2.3427 0.0 0.0 0.0
C 1.6656 -5.8992 -3.7276 0.0 0.0 0.0
C 0.7898 -4.6853 -3.6487 0.0 -0.2 -0.2
C -0.1588 -4.4278 -4.6138 0.0 0.0 -0.1
C -0.9854 -3.3160 -4.5039 -0.1 -0.4 -0.6
F -1.8804 -3.0945 -5.4454 0.2 0.0 0.2
C -0.9167 -2.4381 -3.4345 0.3 0.3 0.7
C 0.0369 -2.6634 -2.4564 -0.3 0.0 -0.4
C 0.1321 -1.7558 -1.3156 -0.7 0.5 0.1
O -0.7526 -0.8847 -1.1664 0.4 -0.5 -0.4
C 1.2243 -1.9766 -0.4096 0.4 -0.3 0.1
C 2.0036 -3.0864 -0.5827 -0.1 0.5 0.4
N 1.8546 -3.9657 -1.5927 -0.4 -0.1 -0.7
C 0.9073 -3.7774 -2.5579 0.3 0.0 0.3
C 1.5811 -1.0741 0.7557 -0.1 0.4 0.5
O 2.2287 -1.5326 1.6696 0.0 -0.2 -0.3
O 1.1861 0.1550 0.6647 0.3 -0.1 -0.3
H 4.8089 -5.4312 -2.4200 0.0 0.0 0.0
H 4.5749 -3.8119 -1.7670 0.0 0.0 0.0
H 3.9052 -4.2269 -3.3471 0.0 0.0 0.0
H 3.0434 -5.3467 -0.6251 0.0 0.0 0.0
H 1.3258 -6.6217 -1.7306 0.0 0.0 0.0
H 2.8795 -7.1007 -2.3949 0.0 0.0 0.0
H 1.1046 -6.7180 -4.1775 0.0 0.0 0.0
H 2.5020 -5.6941 -4.4020 0.0 0.0 0.0
H -0.2812 -5.0922 -5.4587 0.0 0.0 0.0
H -1.5934 -1.5987 -3.3646 0.0 0.0 0.0
H 2.7896 -3.2981 0.1312 0.0 0.0 0.0
O -2.0566 2.4621 3.0947 -0.1 -0.1 -0.2
C -1.4410 1.4192 3.1771 -0.3 0.5 1.1
O -1.2435 0.6214 2.1554 0.4 -0.6 -1.0
C -0.8716 0.9259 4.4681 0.1 0.0 0.2
C 0.2715 0.1176 4.4676 -0.5 0.2 -0.2
C 0.8130 -0.2958 5.6655 -0.1 0.1 0.5
C 0.1909 0.1055 6.8433 0.0 -0.1 -0.2
C -0.9499 0.8966 6.8724 0.3 -0.2 0.1
C -1.4767 1.3186 5.6703 0.2 0.0 -0.6
N 0.7788 -0.3348 8.1341 0.0 0.3 -0.3
O 1.7909 -0.9967 8.0746 0.0 -0.1 0.1
O 0.2208 0.0314 9.1422 0.0 -0.1 0.2
H 0.7284 -0.1764 3.5328 0.0 0.0 0.0
H 1.6970 -0.9141 5.7111 0.0 0.0 0.0
H -1.3895 1.1665 7.8207 0.0 0.0 0.0
H -2.3535 1.9496 5.6403 0.0 0.0 0.0
```
Forces are in eV/Å.

Values from the calculation:
spin multiplicity	6
calculated total energy	-62548.4999	eV
charge	+2
LUMO energy (alpha / beta)	-6.6 / -9.8	eV
gap between HOMO and LUMO (alpha / beta)	6.58 / 3.64	eV
energy above the lowest of the compared OMol25 structures with the same formula, charge and spin	0.0	kJ/mol
max |F|	0.024	Eh/bohr
E_HOMO (alpha / beta)	-13.1578 / -13.4229	eV

---

C29H31N3O4 | ωB97M-V/def2-TZVPD

```
67
Properties=species:S:1:pos:R:3:forces:R:3
C 0.5194 -6.3020 -8.2856 -0.1 0.2 0.3
O 1.4817 -5.4940 -7.5946 -0.2 -0.1 0.3
C 1.1212 -4.9268 -6.3941 -1.8 -0.5 -0.1
C 2.1394 -4.3059 -5.6731 0.7 0.8 1.3
C 1.8950 -3.7074 -4.4353 0.6 -0.7 -1.6
C 0.5972 -3.6877 -3.8919 0.3 0.2 0.2
C 0.2881 -3.0824 -2.6531 -1.3 0.0 0.5
C 1.2660 -2.3509 -1.8208 0.5 0.3 0.2
C 2.0315 -1.3076 -2.3618 0.2 -0.1 0.4
C 2.9720 -0.6322 -1.5792 -0.6 -0.5 -0.2
C 3.1484 -0.9724 -0.2371 -0.2 0.0 -0.9
O 4.0704 -0.2938 0.5122 0.0 -0.2 0.3
C 2.3694 -1.9902 0.3347 -0.2 -0.2 0.1
C 2.5342 -2.3521 1.7906 0.1 0.0 -0.2
C 1.4324 -2.6691 -0.4625 0.5 0.7 -0.4
C -1.0312 -3.1838 -2.2093 0.9 0.2 0.1
C -1.9877 -3.8423 -2.9787 0.7 -0.6 -1.4
N -1.6995 -4.4011 -4.1610 -1.4 0.4 1.4
C -0.4383 -4.3304 -4.6135 0.2 0.3 0.4
C -0.1708 -4.9335 -5.8442 1.2 -0.6 -1.6
H 0.1528 -7.1093 -7.6434 0.0 0.1 0.0
H 0.9854 -6.7526 -9.1669 0.2 0.3 0.3
H -0.3278 -5.6949 -8.6195 0.0 0.0 0.1
H 3.1443 -4.3037 -6.0837 -0.1 0.0 0.0
H 2.7369 -3.2749 -3.9057 -0.2 0.0 0.0
H 1.8907 -1.0221 -3.4006 0.0 0.0 0.1
H 3.5573 0.1648 -2.0237 0.0 0.0 0.1
H 4.6144 0.2696 -0.0584 -0.3 -0.2 0.1
H 3.5900 -2.5248 2.0208 -0.1 0.1 0.1
H 1.9778 -3.2606 2.0384 0.0 0.2 -0.1
H 2.1693 -1.5377 2.4230 0.1 -0.1 0.1
H 0.8362 -3.4665 -0.0285 0.1 0.1 0.0
H -1.3324 -2.7331 -1.2706 0.1 0.0 0.0
H -3.0065 -3.8995 -2.6078 0.0 -0.1 -0.3
H -1.0037 -5.4030 -6.3498 0.0 0.0 0.0
C -2.9885 6.7088 4.5246 0.1 -0.4 0.1
N -3.9737 5.6715 4.2207 0.5 1.1 0.4
C -3.7435 4.4197 3.8101 -0.7 -0.9 -0.5
O -4.6988 3.6805 3.6003 0.4 -0.4 0.0
C -2.3052 3.9356 3.5250 0.3 0.1 0.3
C -2.1510 3.5318 2.0506 0.1 -0.1 -0.1
C -0.7254 3.1977 1.6568 0.3 0.0 0.1
C 0.1914 4.2354 1.4014 0.5 -1.1 -0.1
C 1.5232 3.9359 1.0639 -0.6 -0.7 0.2
C 1.9423 2.5965 0.9869 -0.9 0.2 0.2
C 1.0279 1.5593 1.2379 -0.2 0.8 0.1
C -0.3049 1.8573 1.5685 0.9 0.8 -0.2
N -1.9232 2.8095 4.3826 -0.6 0.2 -1.4
C -1.5759 2.9402 5.6605 0.4 0.5 1.5
C -1.2315 1.6683 6.3997 0.0 0.1 -0.1
O -1.5188 4.0219 6.2316 -0.2 0.2 -0.3
H -3.4930 7.5943 4.9144 0.0 -0.2 -0.1
H -2.4408 6.9839 3.6220 0.0 0.2 0.1
H -2.2863 6.3489 5.2807 0.0 0.1 -0.1
H -4.9464 5.8901 4.3717 0.0 -0.2 -0.1
H -1.6103 4.7527 3.7132 0.1 0.0 0.2
H -2.4934 4.3578 1.4251 -0.2 0.0 0.1
H -2.7947 2.6754 1.8407 -0.1 0.1 0.0
H -0.1244 5.2662 1.4710 -0.1 0.1 0.0
H 2.2264 4.7343 0.8731 0.0 0.0 0.0
H 2.9673 2.3618 0.7397 0.0 0.0 0.0
H 1.3490 0.5305 1.1799 0.0 -0.1 0.0
H -1.0018 1.0542 1.7576 -0.1 -0.1 0.0
H -1.9702 1.8845 3.9909 -0.1 0.0 -0.1
H -0.4360 1.1451 5.8712 0.0 -0.2 0.0
H -0.8956 1.9251 7.4036 -0.1 0.0 -0.2
H -2.1178 1.0393 6.4591 0.0 -0.2 0.0
```
Forces are in eV/Å.

Values from the calculation:
spin multiplicity	1
calculated total energy	-43237.5594	eV
SMILES	COc1ccc2c(-c3ccc(O)c(C)c3)ccnc2c1.CNC(=O)[C@H](Cc1ccccc1)NC(C)=O
charge	0
LUMO energy	0.1	eV
gap between HOMO and LUMO	8.30	eV
energy above the lowest of the compared OMol25 structures with the same formula, charge and spin	64.0	kJ/mol
max |F|	0.040	Eh/bohr
E_HOMO	-8.1627	eV